[1]
Formula: C46H51N6O2P2S2Tb
Source: the OMol25 dataset
Level of theory: ωB97M-V/def2-TZVPD

The geometry in ORCA input format:
```
! wB97M-V def2-TZVPD RIJCOSX def2/J DEFGRID3
* xyz 2 7
Tb 0.0042 -0.1219 1.2013
N 2.2234 -0.7603 0.5926
C 2.9964 -1.4580 1.6820
C 2.8413 -0.6775 3.0058
N 1.4147 -0.4324 3.3373
C 0.7916 -1.3815 4.2466
C 0.0356 -2.5428 3.5386
N -0.9304 -2.0370 2.5355
H 2.2887 -1.3108 -0.2644
H 2.6897 0.1369 0.4353
H 4.0522 -1.4948 1.4416
H 2.6453 -2.4592 1.7705
H 3.3798 0.2693 2.9199
H 3.3817 -1.2812 3.7563
H 1.3875 0.4643 3.8245
H 0.0989 -0.8818 4.9021
H 1.5569 -1.8553 4.9191
H -0.4299 -3.1120 4.3496
H 0.7112 -3.2796 3.0903
H -1.7874 -1.6879 3.0195
H -1.2366 -2.7720 1.9152
O -1.4021 0.4148 -0.3566
S -2.2623 0.7532 -1.6488
C -1.6257 2.3132 -2.2797
C -2.6281 3.2185 -2.6800
C -2.3013 4.4800 -3.1926
C -0.9448 4.8381 -3.2690
C 0.0452 3.9364 -2.8392
C -0.2769 2.7030 -2.2648
P 1.1832 1.6873 -1.7615
C 1.7446 0.9375 -3.3207
C 1.0349 1.0368 -4.5302
C 1.4711 0.3578 -5.6735
C 2.6244 -0.3952 -5.6401
C 3.3276 -0.5055 -4.4405
C 2.9435 0.2102 -3.3190
C 2.6128 2.6716 -1.3588
C 3.5799 3.0814 -2.2975
C 4.7922 3.5479 -1.8518
C 5.1569 3.6114 -0.4775
C 4.1998 3.2260 0.4792
C 2.9178 2.7923 0.0019
C -1.7396 -0.4570 -2.8630
C -2.2216 -0.0916 -4.1154
C -2.2807 -1.0361 -5.1638
C -1.7538 -2.3271 -4.9852
C -1.1923 -2.6556 -3.7553
C -1.1728 -1.7424 -2.6914
P -0.7120 -2.4444 -1.0872
C -2.0681 -3.6154 -0.8227
C -2.0625 -4.9419 -1.2508
C -3.0861 -5.8155 -0.8363
C -4.1362 -5.2986 -0.0764
C -4.2329 -3.9398 0.2415
C -3.1705 -3.1185 -0.1176
C 0.6907 -3.5090 -1.3538
C 1.6616 -3.2641 -2.3408
C 2.8941 -3.9162 -2.3158
C 3.1905 -4.8542 -1.3206
C 2.1886 -5.1933 -0.4063
C 0.9558 -4.5466 -0.4191
H -3.6627 2.9233 -2.5432
H -3.0547 5.1030 -3.5929
H -0.6815 5.7981 -3.6611
H 1.0742 4.2002 -2.9893
H 0.1363 1.6678 -4.5678
H 0.9900 0.5132 -6.6235
H 2.9623 -0.9080 -6.5298
H 4.2053 -1.1046 -4.4181
H 3.5532 0.1876 -2.4011
H 3.4280 3.0144 -3.3911
H 5.4535 3.9523 -2.5996
H 6.1686 3.9692 -0.2542
H 4.3323 3.3143 1.5531
H 2.1421 2.5708 1.8945
H -2.5461 0.9422 -4.2742
H -2.7407 -0.7206 -6.0978
H -1.6965 -3.0381 -5.7895
H -0.8033 -3.6614 -3.6119
H -1.2535 -5.2911 -1.9195
H -3.0328 -6.8340 -1.1856
H -4.9098 -5.9784 0.1724
H -5.0865 -3.5271 0.7443
H -3.1648 -2.0506 0.1354
H 1.4816 -2.5438 -3.1349
H 3.5955 -3.7107 -3.0964
H 4.1520 -5.3652 -1.2882
H 2.3147 -5.9505 0.3674
H 0.1822 -4.8640 0.2946
O 0.4034 4.4654 0.6398
S 0.3113 2.9943 0.5741
N 1.9303 2.2850 0.9212
N -1.2141 1.0995 2.7873
C -1.7451 1.7145 3.6434
N -2.1889 2.5212 4.5577
C -3.2667 3.4921 4.2146
C -4.3616 3.4525 5.2767
C -3.6774 3.8532 6.6161
C -2.7147 2.7087 7.0027
C -1.6223 2.5597 5.9503
H -3.6448 3.2328 3.2230
H -2.7616 4.4564 4.1306
H -4.8329 2.4734 5.3623
H -5.1533 4.1729 4.9988
H -4.4374 3.9473 7.4189
H -3.1373 4.8127 6.4559
H -3.2944 1.7705 7.1271
H -2.2480 2.8697 8.0068
H -1.0342 1.6449 6.1120
H -0.9093 3.3913 5.9699
*
```

For the HOMO energy (spin up / spin down), the calculation gives -0.3804 / -0.3862 Ha. The value obtained for the LUMO energy (spin up / spin down) is -5.60 / -4.40 eV. The expectation value of S² is 12.081. The calculation puts the total energy at -4565.5251 Eh. Its maximum force is 2.7 eV Å⁻¹.

[2]
Formula: C46H52AsF2N3O3RuSi2
Source: the OMol25 dataset
Level of theory: ωB97M-V/def2-TZVPD

The geometry in ORCA input format:
```
! wB97M-V def2-TZVPD RIJCOSX def2/J DEFGRID3
* xyz -1 6
Ru -0.2148 1.0654 0.1939
C -1.1834 -4.1767 1.7373
C -1.9077 -4.1297 0.3895
C -3.2790 -3.4966 0.3933
C -4.3731 -4.2680 0.0168
C -5.6584 -3.7482 -0.0141
C -5.8556 -2.4269 0.3460
C -4.7924 -1.6177 0.7291
C -5.0474 -0.1778 1.1011
C -5.5726 -0.0136 2.5276
C -3.4904 -2.1473 0.7443
N -2.4176 -1.3031 1.0531
C -2.1943 -1.1288 2.3899
C -1.1898 -0.3196 2.8864
C -0.9547 -0.1164 4.3301
C 0.0089 0.8465 4.4468
C 0.3817 1.2106 3.1424
N -0.2993 0.4682 2.1924
H -0.7002 -3.2266 1.9589
H -0.4174 -4.9550 1.7256
H -1.8758 -4.3956 2.5527
H -2.0211 -5.1490 0.0090
H -1.2713 -3.5970 -0.3239
H -4.2056 -5.3029 -0.2621
H -6.4927 -4.3663 -0.3210
H -6.8529 -1.9991 0.3207
H -5.7728 0.2440 0.3990
H -4.1248 0.3932 0.9871
H -6.5003 -0.5726 2.6701
H -5.7648 1.0370 2.7528
H -4.8430 -0.3845 3.2482
H -2.7903 -1.6748 3.1186
H -1.4919 -0.6293 5.1116
H 0.4229 1.2670 5.3489
H 1.0724 1.9848 2.8507
F -4.7330 3.1351 2.4559
C -3.8736 3.1158 1.4075
C -2.7382 2.3360 1.4801
C -1.8561 2.3081 0.4025
C -2.1367 3.1058 -0.7311
C -3.3061 3.8553 -0.7497
F -3.6356 4.6008 -1.8385
C -4.1966 3.8800 0.3026
C -1.1193 3.0881 -1.7901
C -1.0243 3.9800 -2.8601
C 0.0747 3.9247 -3.6950
C 1.0705 2.9882 -3.4530
C 0.9033 2.1196 -2.3958
N -0.1689 2.1478 -1.6018
H -2.5677 1.7435 2.3694
H -5.1005 4.4688 0.2590
H -1.7918 4.7205 -3.0080
H 0.1620 4.6216 -4.5188
H 1.9599 2.9218 -4.0639
H 1.6387 1.3656 -2.1539
O 2.5459 0.2627 0.7042
C 3.3528 1.3602 1.1107
C 2.5367 2.7000 1.1046
O 3.1020 3.6862 1.5666
O 1.3800 2.6553 0.5921
C 4.4328 1.4407 0.0357
C 5.4557 0.4972 0.0226
C 6.3910 0.4787 -0.9998
C 6.3162 1.4105 -2.0270
C 5.3033 2.3570 -2.0184
C 4.3663 2.3728 -0.9931
C 3.9500 1.1274 2.4919
C 4.9638 1.9659 2.9570
C 5.5032 1.7914 4.2189
C 5.0417 0.7740 5.0470
C 4.0400 -0.0657 4.5934
C 3.5012 0.1090 3.3227
H 1.8826 0.0761 1.3881
H 5.5133 -0.2312 0.8225
H 7.1778 -0.2653 -0.9964
H 7.0451 1.3986 -2.8278
H 5.2403 3.0920 -2.8117
H 3.5830 3.1207 -0.9912
H 5.3101 2.7697 2.3228
H 6.2860 2.4570 4.5612
H 5.4624 0.6394 6.0357
H 3.6669 -0.8642 5.2223
H 2.7282 -0.5792 3.0043
C 3.1250 -2.6755 -0.7090
Si 2.0378 -1.9220 -2.0427
C 1.5198 -3.3133 -3.2066
C 3.0585 -0.7152 -3.0604
As 0.1165 -1.0404 -1.0297
Si -1.4967 -1.0691 -2.7336
C -0.8617 -0.2372 -4.3057
C -3.0141 -0.1326 -2.1381
C -2.0049 -2.8089 -3.2515
H 3.8123 -3.4071 -1.1434
H 2.5187 -3.1832 0.0447
H 3.7027 -1.9020 -0.2076
H 2.3961 -3.9177 -3.4575
H 1.1037 -2.9227 -4.1376
H 0.7729 -3.9673 -2.7538
H 3.8478 -1.2638 -3.5833
H 3.5358 0.0350 -2.4284
H 2.4533 -0.2040 -3.8124
H -0.8373 0.8496 -4.2044
H -1.5388 -0.4851 -5.1291
H 0.1393 -0.5742 -4.5822
H -2.8837 0.2142 -1.1117
H -3.8965 -0.7750 -2.1613
H -3.2026 0.7386 -2.7708
H -1.2768 -3.2464 -3.9363
H -2.9655 -2.7492 -3.7715
H -2.1316 -3.4832 -2.4049
*
```

Its energy above the lowest of the compared OMol25 structures with the same formula, charge and spin is 1.362 eV. For the HOMO energy (spin up / spin down), the calculation gives -0.0922 / -0.1743 Ha. The value obtained for the LUMO energy (spin up / spin down) is 2.48 / 0.87 eV. The expectation value of S² is 8.787. The calculation puts the total energy at -5283.5180 Eh. Its maximum force is 0.5 eV Å⁻¹.

The highest maximum force belongs to which entry? C46H51N6O2P2S2Tb

maximum force of number 1 (C46H51N6O2P2S2Tb)? 2.7 eV Å⁻¹

The highest maximum force belongs to which entry? C46H51N6O2P2S2Tb

maximum force of number 1 (C46H51N6O2P2S2Tb)? 2.7 eV Å⁻¹